Entry 1:
Formula: C12H17Cl2F5MnO2
Source: the OMol25 dataset
Level of theory: ωB97M-V/def2-TZVPD

Last column: Mulliken charge in e.
Positions of all 39 atoms, in Å:
C: -0.384 -1.708 0.725  1.168
C: 1.022 -1.865 0.581  -0.389
C: 1.391 -1.450 -0.737  1.213
C: 1.942 -2.427 1.606  -1.531
C: 0.206 -1.045 -1.417  0.866
C: -0.901 -1.181 -0.507  0.678
C: -2.330 -0.993 -0.846  -1.684
C: -1.165 -2.139 1.910  -1.859
C: 2.760 -1.519 -1.305  -1.644
C: 0.125 -0.667 -2.853  -1.944
Mn: 0.196 1.115 0.500  0.153
Cl: 2.024 0.550 1.849  -0.549
Cl: -1.600 1.016 1.938  -0.232
O: -0.485 1.565 -1.140  -0.727
H: 1.577 -2.210 2.617  0.306
H: 2.949 -2.002 1.512  0.354
H: 2.005 -3.514 1.483  0.368
H: 3.510 -1.126 -0.599  0.335
H: 2.828 -0.950 -2.243  0.368
H: 3.000 -2.572 -1.516  0.266
H: 1.008 -0.092 -3.176  0.388
H: -0.768 -0.058 -3.042  0.349
H: 0.071 -1.588 -3.454  0.293
H: -2.436 -0.220 -1.618  0.268
H: -2.909 -0.673 0.028  0.396
H: -2.741 -1.941 -1.226  0.250
H: -0.677 -1.805 2.837  0.394
H: -1.241 -3.236 1.934  0.331
H: -2.170 -1.705 1.882  0.378
H: 0.024 2.256 -1.569  0.187
O: -4.485 1.827 1.078  -1.075
H: -5.025 2.361 0.450  0.080
F: 2.075 3.236 0.602  -0.245
C: 0.752 3.155 0.956  0.654
F: 0.625 3.239 2.306  -0.201
C: -0.033 4.312 0.264  0.787
F: 0.338 5.500 0.820  -0.293
F: 0.289 4.379 -1.061  -0.256
F: -1.365 4.174 0.432  -0.201

The expectation value of S² is 4.084. As for the total charge: -2. The energy comes out at -86765.5112 eV. Its multiplicity is 4. The calculation puts the HOMO energy (spin up / spin down) at 0.4 / 0.3 eV. The orbital gap (spin up / spin down) comes out at 3.97 / 4.21 eV.

=====

Entry 2:
Formula: C34H47ClF7N5O4PS
Source: the OMol25 dataset
Level of theory: ωB97M-V/def2-TZVPD

Last column: Mulliken charge in e.
Positions of all 100 atoms, in Å:
C: 7.682 0.489 0.739  -0.599
O: 7.664 -0.906 0.512  -0.339
C: 7.705 -1.243 -0.861  -0.413
C: 6.923 -2.562 -1.115  -0.831
C: 6.014 -2.976 0.080  -0.320
C: 5.099 -4.125 -0.400  -0.962
C: 3.802 -4.301 0.416  -0.770
C: 3.093 -2.981 0.785  -1.490
C: 2.978 -1.954 -0.359  0.791
C: 1.677 -1.996 -1.147  0.138
C: 1.053 -3.193 -1.385  -0.277
C: -0.108 -3.288 -2.123  -1.452
C: -0.655 -2.125 -2.609  0.651
C: -1.951 -2.143 -3.417  -1.568
C: -3.100 -1.717 -2.462  -0.002
N: -4.142 -2.773 -2.319  -0.748
C: -0.029 -0.931 -2.371  1.486
C: 1.137 -0.828 -1.646  -1.713
N: 1.781 0.443 -1.448  0.730
C: 2.616 0.869 -2.588  1.159
F: 2.061 1.826 -3.347  -0.320
F: 2.827 -0.235 -3.348  -0.298
C: 4.052 1.316 -2.195  -0.252
F: 4.098 2.629 -1.865  -0.273
F: 4.575 0.526 -1.242  0.003
C: 0.863 1.450 -1.002  -1.857
C: 1.192 2.264 0.082  0.508
Cl: 2.732 1.927 0.801  -0.258
C: 0.361 3.276 0.533  0.054
P: 0.822 4.305 1.994  1.204
N: 1.864 3.652 2.908  -0.790
O: -0.496 4.628 2.889  -0.523
O: 1.285 5.727 1.384  -0.536
C: -0.842 3.475 -0.171  0.170
C: -1.742 4.625 0.271  -2.554
C: -3.015 4.189 1.057  0.923
C: -4.171 5.144 0.704  -0.760
O: -4.915 5.482 1.881  -0.556
C: -1.222 2.671 -1.228  -0.036
C: -2.516 2.761 -2.016  0.187
F: -3.393 3.700 -1.627  -0.257
F: -3.191 1.584 -1.894  -0.034
F: -2.273 2.993 -3.311  -0.269
C: -0.338 1.667 -1.629  1.289
S: -0.690 0.601 -3.018  -0.393
H: 7.156 1.056 -0.039  0.201
H: 7.187 0.666 1.700  0.235
H: 8.699 0.899 0.821  0.271
H: 8.747 -1.387 -1.182  0.403
H: 7.269 -0.467 -1.505  0.179
H: 6.274 -2.450 -1.989  0.267
H: 7.630 -3.383 -1.271  0.343
H: 6.663 -3.321 0.887  0.631
H: 5.476 -2.072 0.369  0.102
H: 5.670 -5.056 -0.285  0.571
H: 4.909 -4.019 -1.474  0.399
H: 4.061 -4.798 1.360  0.457
H: 3.164 -5.013 -0.120  0.307
H: 2.063 -3.247 1.069  0.602
H: 3.545 -2.571 1.691  0.352
H: 3.021 -0.959 0.098  -0.287
H: 3.807 -1.988 -1.073  0.233
H: 1.461 -4.132 -1.026  0.159
H: -0.532 -4.270 -2.298  0.528
H: -1.866 -1.461 -4.269  0.440
H: -2.123 -3.136 -3.838  0.613
H: -2.665 -1.563 -1.464  0.346
H: -3.527 -0.758 -2.764  0.255
H: -5.010 -2.274 -2.142  0.241
H: -3.930 -3.249 -1.446  0.297
H: 4.688 1.194 -3.083  0.296
H: 1.521 3.538 3.854  0.206
H: -0.786 5.543 2.761  0.391
H: 1.974 5.562 0.722  0.387
H: -1.229 5.406 0.823  1.092
H: -2.089 5.116 -0.642  0.807
H: -3.294 3.157 0.832  -0.920
H: -2.825 4.360 2.120  0.708
H: -4.854 4.676 -0.015  0.355
H: -3.777 6.075 0.273  0.326
H: -5.668 5.997 1.573  0.338
C: -6.806 -3.447 3.819  -1.445
C: -6.866 -3.011 2.369  -0.173
N: -6.044 -1.826 2.077  0.162
C: -5.784 -1.353 0.810  -0.947
C: -5.047 -0.224 0.948  -0.203
N: -4.864 -0.033 2.298  0.209
C: -5.465 -1.019 2.961  -0.113
C: -4.139 1.074 2.929  -0.435
H: -7.166 -2.663 4.487  0.390
H: -7.433 -4.323 3.967  0.367
H: -5.786 -3.702 4.111  0.402
H: -7.893 -2.771 2.091  0.330
H: -6.523 -3.817 1.722  0.367
H: -6.169 -1.881 -0.043  0.562
H: -4.632 0.475 0.242  0.488
H: -5.477 -1.128 4.031  0.436
H: -3.301 0.677 3.499  0.372
H: -4.813 1.612 3.592  0.391
H: -3.769 1.751 2.166  -0.135

As for the total charge: +1. The energy comes out at -103324.5910 eV. Its multiplicity is 1. The calculation puts the HOMO energy at -10.4 eV. The orbital gap comes out at 7.69 eV.

=====

Entry 3:
Formula: C5H11NO
Source: the OMol25 dataset
Level of theory: ωB97M-V/def2-TZVPD

Last column: Mulliken charge in e.
Positions of all 18 atoms, in Å:
C: -2.189 1.660 -0.357  -0.918
N: -1.338 0.501 -0.200  -0.196
C: -1.902 -0.611 0.003  0.039
O: -1.240 -1.756 0.191  -0.461
H: -1.937 2.402 0.408  0.255
H: -2.006 2.125 -1.333  0.270
H: -3.264 1.434 -0.277  0.363
H: -2.986 -0.770 0.049  0.297
H: -0.281 -1.556 0.152  0.322
C: 1.987 -1.768 0.087  -0.823
C: 1.789 -0.526 -0.358  0.061
C: 1.905 0.718 0.468  -0.771
H: 1.899 -2.631 -0.568  0.320
H: 2.263 -1.961 1.123  0.254
H: 1.509 -0.379 -1.402  0.301
H: 2.111 0.482 1.517  0.259
H: 2.713 1.358 0.092  0.308
H: 0.967 1.279 0.407  0.121

The energy comes out at -8899.9676 eV. Its multiplicity is 1. The energy above the lowest of the compared OMol25 structures with the same formula, charge and spin comes out at 39.89 kcal/mol. The calculation puts the HOMO energy at -9.8 eV. The orbital gap comes out at 10.89 eV. The SMILES is C/N=C/O.C=CC.

=====

Entry 4:
Formula: C2H4O3
Source: the OMol25 dataset
Level of theory: ωB97M-V/def2-TZVPD

Last column: Mulliken charge in e.
Positions of all 9 atoms, in Å:
O: 0.993 0.629 1.286  -0.545
C: 0.198 0.092 0.476  0.526
O: -0.508 -1.104 0.890  -0.505
C: 0.148 0.653 -0.843  -0.170
O: -0.672 -0.195 -1.764  -0.498
H: -0.265 -1.150 1.899  0.367
H: -0.355 1.715 -0.787  0.198
H: 1.195 0.930 -1.225  0.274
H: -1.147 -0.607 -0.975  0.353

The energy comes out at -8280.0831 eV. Its multiplicity is 1. The energy above the lowest of the compared OMol25 structures with the same formula, charge and spin comes out at 34.04 kcal/mol. The calculation puts the HOMO energy at -10.8 eV. The orbital gap comes out at 11.27 eV. The SMILES is O=C(O)CO.

=====

Entry 5:
Formula: C4H12N2
Source: the OMol25 dataset
Level of theory: ωB97M-V/def2-TZVPD

Last column: Mulliken charge in e.
Positions of all 18 atoms, in Å:
C: 1.197 -2.660 -0.400  -0.903
C: 1.705 -1.551 0.240  0.147
N: 0.942 -0.461 0.642  -0.258
C: 1.541 0.839 0.459  -0.866
H: 0.154 -2.934 -0.426  0.254
H: 1.918 -3.399 -0.846  0.213
H: 2.787 -1.437 0.389  0.297
H: -0.054 -0.492 0.395  0.241
H: 0.868 1.575 0.912  0.225
H: 2.515 0.840 0.911  0.353
H: 1.630 1.028 -0.627  0.290
C: -2.526 1.242 0.219  -0.760
N: -1.411 0.997 -0.712  -0.531
H: -3.447 1.530 -0.268  0.325
H: -2.197 2.092 0.865  0.272
H: -2.726 0.314 0.799  0.252
H: -1.798 0.527 -1.548  0.206
H: -1.098 1.949 -1.003  0.241

The energy comes out at -7321.4031 eV. Its multiplicity is 1. The energy above the lowest of the compared OMol25 structures with the same formula, charge and spin comes out at 37.49 kcal/mol. The calculation puts the HOMO energy at -7.4 eV. The orbital gap comes out at 8.34 eV. The SMILES is C=CNC.CN.

=====

- The highest multiplicity belongs to which entry?
  C12H17Cl2F5MnO2

=====

What did the fifth record say?
Formula: C4H12N2
Source: the OMol25 dataset
Level of theory: ωB97M-V/def2-TZVPD

Last column: Mulliken charge in e.
Positions of all 18 atoms, in Å:
C: 1.197 -2.660 -0.400  -0.903
C: 1.705 -1.551 0.240  0.147
N: 0.942 -0.461 0.642  -0.258
C: 1.541 0.839 0.459  -0.866
H: 0.154 -2.934 -0.426  0.254
H: 1.918 -3.399 -0.846  0.213
H: 2.787 -1.437 0.389  0.297
H: -0.054 -0.492 0.395  0.241
H: 0.868 1.575 0.912  0.225
H: 2.515 0.840 0.911  0.353
H: 1.630 1.028 -0.627  0.290
C: -2.526 1.242 0.219  -0.760
N: -1.411 0.997 -0.712  -0.531
H: -3.447 1.530 -0.268  0.325
H: -2.197 2.092 0.865  0.272
H: -2.726 0.314 0.799  0.252
H: -1.798 0.527 -1.548  0.206
H: -1.098 1.949 -1.003  0.241

The energy comes out at -7321.4031 eV. Its multiplicity is 1. The energy above the lowest of the compared OMol25 structures with the same formula, charge and spin comes out at 37.49 kcal/mol. The calculation puts the HOMO energy at -7.4 eV. The orbital gap comes out at 8.34 eV. The SMILES is C=CNC.CN.

=====

- What is the formula in the fourth record?
  C2H4O3

=====

- The lowest energy belongs to which entry?
  C34H47ClF7N5O4PS